56
Properties=species:S:1:pos:R:3:forces:R:3 method="wB97M-V/def2-TZVPD" energy_ev=-104365.55451 charge=+1 smiles="COc1ccc(C(=O)Cn2nc(CNc3ccc(Br)cc3)[n+]3c2CCCCC3)cc1" lumo_ev=-2.62
C 0.8205 8.7434 -0.2181 0.069 0.250 -0.289
O 0.5705 7.8122 0.8166 -0.065 -0.182 0.310
C 0.4824 6.5118 0.5344 -0.058 -0.517 0.052
C 0.6254 5.9474 -0.7390 0.036 0.400 0.036
C 0.5094 4.5878 -0.9014 -0.076 -0.339 0.268
C 0.2453 3.7382 0.1834 0.148 0.727 -0.270
C 0.1335 2.3208 -0.0829 -0.134 -0.456 0.303
O 0.2920 1.7978 -1.1671 -0.059 0.137 0.074
C -0.2122 1.4037 1.1266 0.187 0.587 -0.244
N -0.4517 0.0837 0.6307 0.635 -1.022 -0.347
N -1.7028 -0.3731 0.5345 -1.158 -0.038 -0.058
C -1.6462 -1.4858 -0.1376 0.092 0.298 0.068
C -2.8343 -2.3778 -0.3264 0.015 -0.065 0.164
N -3.0237 -3.1996 0.8485 -0.587 0.121 0.154
C -2.1471 -4.2446 1.1376 0.259 -0.324 0.082
C -1.8036 -5.1893 0.1691 -0.107 0.190 0.129
C -0.9499 -6.2308 0.4740 0.196 -0.086 0.170
C -0.4382 -6.3471 1.7571 0.214 -0.217 0.059
Br 0.7794 -7.7575 2.1638 -0.247 0.249 -0.070
C -0.8008 -5.4443 2.7442 0.116 -0.215 -0.099
C -1.6466 -4.3989 2.4311 -0.087 0.101 -0.196
N -0.3437 -1.7520 -0.4750 -0.044 0.822 0.547
C 0.3928 -0.7324 0.0071 -0.075 -0.076 0.271
C 1.8613 -0.6252 -0.0928 0.234 0.172 -0.330
C 2.3399 -0.5094 -1.5507 0.086 -0.134 -0.049
C 2.2782 -1.8257 -2.3193 -0.162 0.200 -0.076
C 0.8633 -2.3603 -2.5345 0.181 -0.115 0.136
C 0.1903 -2.8484 -1.2503 0.335 -0.474 -0.649
C 0.1062 4.3103 1.4591 0.036 -0.141 -0.348
C 0.2246 5.6644 1.6272 0.039 0.342 -0.015
H 0.0263 8.7255 -0.9688 0.027 -0.021 0.042
H 1.7858 8.5569 -0.6958 -0.042 -0.015 0.031
H 0.8389 9.7181 0.2653 0.005 -0.081 -0.078
H 0.8252 6.5671 -1.5980 0.015 0.081 -0.063
H 0.6169 4.1465 -1.8806 0.010 -0.006 -0.082
H -1.1341 1.7371 1.6041 0.148 -0.080 0.044
H 0.6094 1.4099 1.8456 -0.110 -0.023 0.013
H -3.7172 -1.7473 -0.4506 0.155 -0.058 -0.113
H -2.7236 -3.0046 -1.2111 -0.078 0.121 0.012
H -3.2645 -2.6516 1.6649 0.028 -0.037 -0.129
H -2.2348 -5.1361 -0.8189 -0.077 0.000 -0.125
H -0.6898 -6.9580 -0.2790 0.021 -0.076 -0.063
H -0.4192 -5.5548 3.7469 0.037 -0.011 0.083
H -1.9338 -3.6961 3.2003 -0.013 0.095 0.083
H 2.1945 0.2495 0.4642 -0.052 -0.063 0.092
H 2.3105 -1.5155 0.3593 -0.037 0.060 0.125
H 3.3754 -0.1701 -1.5295 -0.004 0.055 0.020
H 1.7486 0.2547 -2.0561 0.092 0.001 0.011
H 2.7331 -1.6655 -3.2972 0.064 -0.052 0.008
H 2.8749 -2.5815 -1.8033 0.070 -0.067 -0.022
H 0.9150 -3.2067 -3.2199 -0.068 -0.011 -0.013
H 0.2428 -1.5920 -3.0001 -0.085 -0.032 -0.071
H -0.6329 -3.5219 -1.4843 0.097 0.095 0.147
H 0.9080 -3.3963 -0.6313 -0.168 -0.043 -0.002
H -0.0909 3.6968 2.3237 -0.040 -0.063 0.147
H 0.1209 6.1168 2.6003 -0.014 0.042 0.118